1.
This record from the OMol25 dataset describes C34H22IN9O2Tl as an isolated structure. The level of theory is the ωB97M-V functional and the def2-TZVPD basis.

The geometry in XYZ format:
```
69
Properties=species:S:1:pos:R:3:nbo_charge:R:1
Tl 0.82 1.81 0.01 0.740
C 5.03 -2.59 3.47 -0.224
C 4.10 -2.31 4.53 -0.231
C 2.84 -1.87 4.20 -0.179
C 2.67 -1.42 2.87 -0.073
C 1.56 -0.71 2.27 0.403
N 0.43 -0.67 2.90 -0.502
C -0.77 -0.48 2.39 0.414
C -2.04 -1.03 2.97 -0.113
C -2.29 -1.69 4.15 -0.174
C -3.61 -2.00 4.45 -0.240
C -4.58 -1.72 3.46 -0.236
C -4.35 -1.06 2.26 -0.212
C -3.01 -0.72 2.02 -0.020
C -2.40 0.03 0.94 0.351
N -3.00 0.44 -0.20 -0.494
C -2.42 0.66 -1.38 0.386
N -1.03 0.75 -1.56 -0.603
C -0.78 0.64 -2.90 0.374
N 0.38 0.57 -3.57 -0.506
C 1.54 0.29 -3.00 0.362
N 1.70 -0.14 -1.70 -0.580
C 3.07 -0.39 -1.54 0.384
N 3.72 -0.85 -0.48 -0.496
C 3.14 -0.83 0.76 0.381
N 1.95 -0.19 1.04 -0.610
C 3.65 -1.57 1.89 -0.029
C 4.80 -2.32 2.15 -0.216
C 3.74 -0.29 -2.85 -0.076
C 5.04 -0.58 -3.17 -0.192
C 5.31 -0.52 -4.55 -0.218
C 4.40 0.08 -5.49 -0.238
C 3.09 0.37 -5.13 -0.179
C 2.74 0.13 -3.78 -0.091
C -2.06 0.67 -3.68 0.008
C -2.41 0.72 -4.99 -0.228
C -3.76 0.73 -5.30 -0.221
C -4.77 0.75 -4.32 -0.234
C -4.38 0.79 -2.95 -0.173
C -3.06 0.74 -2.66 -0.122
N -1.07 0.27 1.24 -0.552
H 5.94 -3.15 3.79 0.200
H 4.42 -2.44 5.57 0.205
H 1.93 -1.95 4.73 0.228
H -1.52 -1.94 4.84 0.218
H -3.80 -2.51 5.39 0.206
H -5.56 -2.14 3.52 0.197
H -5.14 -0.91 1.54 0.221
H 5.40 -2.73 1.34 0.224
H 5.75 -0.89 -2.39 0.233
H 6.17 -1.04 -4.86 0.199
H 4.73 0.25 -6.52 0.204
H 2.25 0.61 -5.86 0.228
H -1.66 0.79 -5.78 0.222
H -4.04 0.69 -6.36 0.199
H -5.80 0.58 -4.71 0.209
H -5.14 0.72 -2.12 0.225
N -2.88 3.09 3.17 -0.828
C -1.61 3.53 2.90 0.629
O -0.62 2.79 2.91 -0.569
C -1.50 5.02 2.58 -0.594
I -0.20 5.44 0.85 0.116
H -3.13 2.12 3.44 0.427
H -3.60 3.78 3.55 0.386
H -0.93 5.60 3.34 0.250
H -2.39 5.55 2.24 0.231
O -0.34 -1.96 -0.23 -0.976
H -0.13 -1.03 -0.55 0.517
H -0.51 -2.39 -1.09 0.456
```

Results
2S+1	1
energy above the lowest of the compared OMol25 structures with the same formula, charge and spin	0.0	kJ/mol
LUMO energy (spin up / spin down)	1.66 / 1.71	eV
highest occupied orbital energy (spin up / spin down)	-0.1166 / -0.1222	Ha
energy	-2422.40998	Eh
maximum force	3.4	eV/A
net charge	-1

***

2.
This record from the OMol25 dataset describes a 2-piece molecular cluster, C34H23F6O2S overall. The level of theory is the ωB97M-V functional and the def2-TZVPD basis.

The geometry in XYZ format:
```
66
Properties=species:S:1:pos:R:3:nbo_charge:R:1
C -1.52 1.90 5.60 -0.251
O -1.26 2.79 4.54 -0.490
C -0.90 2.18 3.35 0.329
C -0.66 3.02 2.24 -0.264
C -0.31 2.50 1.03 -0.138
C -0.25 1.11 0.82 -0.144
C 0.00 0.59 -0.49 0.016
C -0.68 -0.49 -1.06 -0.153
C -0.33 -1.01 -2.34 -0.105
C -1.05 -1.98 -2.96 -0.174
C -0.64 -2.50 -4.27 0.046
C 0.69 -2.87 -4.50 -0.223
C 1.08 -3.35 -5.72 -0.214
C 0.17 -3.46 -6.75 -0.224
C -1.14 -3.09 -6.55 -0.207
C -1.55 -2.63 -5.32 -0.207
C -2.26 -2.51 -2.33 0.548
O -2.93 -3.38 -2.87 -0.606
C -2.62 -1.97 -1.02 -0.180
C -3.81 -2.48 -0.32 0.053
C -3.71 -2.84 1.02 -0.226
C -4.80 -3.31 1.71 -0.216
C -6.02 -3.41 1.09 -0.226
C -6.14 -3.05 -0.24 -0.204
C -5.05 -2.61 -0.95 -0.207
C -1.85 -1.02 -0.44 -0.126
C -0.47 0.27 1.94 -0.087
C -0.77 0.79 3.16 -0.337
H -1.80 2.48 6.48 0.195
H -2.34 1.24 5.34 0.174
H -0.62 1.33 5.83 0.180
H -0.77 4.08 2.38 0.222
H -0.15 3.16 0.19 0.216
H 0.69 1.13 -1.12 0.228
H 0.54 -0.60 -2.84 0.222
H 1.40 -2.79 -3.69 0.222
H 2.11 -3.64 -5.87 0.209
H 0.49 -3.83 -7.72 0.203
H -1.85 -3.16 -7.35 0.202
H -2.58 -2.36 -5.15 0.220
H -2.75 -2.77 1.51 0.211
H -4.70 -3.59 2.75 0.205
H -6.88 -3.76 1.63 0.203
H -7.10 -3.12 -0.73 0.204
H -5.14 -2.36 -1.99 0.223
H -2.18 -0.60 0.49 0.218
H -0.40 -0.79 1.82 0.215
H -0.93 0.13 3.99 0.216
F 5.59 1.45 4.46 -0.325
C 5.13 2.64 4.04 0.975
F 4.00 2.96 4.70 -0.328
F 6.06 3.59 4.22 -0.329
C 4.81 2.53 2.56 -0.139
C 4.90 3.65 1.75 -0.282
C 4.60 3.56 0.40 -0.082
C 4.68 4.79 -0.48 0.967
F 4.98 4.41 -1.73 -0.325
F 3.49 5.41 -0.46 -0.330
F 5.64 5.61 0.00 -0.329
C 4.19 2.36 -0.14 -0.258
C 4.09 1.23 0.67 -0.170
S 3.61 -0.22 0.03 -0.451
C 4.40 1.33 2.03 -0.223
H 5.22 4.59 2.17 0.215
H 3.98 2.30 -1.19 0.221
H 4.36 0.46 2.67 0.222
```

Results
2S+1	1
LUMO energy	1.26	eV
highest occupied orbital energy	-0.1321	Ha
energy	-2457.38285	Eh
maximum force	2.8	eV/A
net charge	-1

***

3.
This record from the OMol25 dataset describes C34H23F9MnPS2 as an isolated structure. The level of theory is the ωB97M-V functional and the def2-TZVPD basis.

The geometry in XYZ format:
```
70
Properties=species:S:1:pos:R:3:nbo_charge:R:1
Mn 0.81 -0.05 2.06 0.942
S 0.64 2.04 2.97 -0.267
C 1.72 2.90 1.84 -0.228
C 1.68 4.29 1.84 -0.222
C 2.44 5.03 0.96 -0.227
C 3.27 4.38 0.05 -0.225
C 3.33 3.00 0.05 -0.238
C 2.56 2.24 0.94 -0.077
S 2.70 0.48 0.86 -0.310
H 1.02 4.79 2.55 0.219
H 2.39 6.11 0.97 0.214
H 3.86 4.95 -0.66 0.217
H 3.96 2.48 -0.66 0.217
F -7.07 1.21 1.03 -0.319
C -6.70 0.18 0.25 0.972
F -7.23 -0.94 0.80 -0.322
F -7.29 0.34 -0.94 -0.319
C -5.20 0.08 0.15 -0.126
C -4.59 -0.08 -1.09 -0.177
C -3.21 -0.19 -1.15 -0.200
C -2.45 -0.16 0.01 -0.248
C -3.07 0.01 1.24 -0.213
C -4.45 0.13 1.31 -0.169
P -0.63 -0.25 -0.04 0.820
C -0.25 -1.79 -0.94 -0.339
C 1.06 -2.00 -1.37 -0.222
C 1.43 -3.22 -1.91 -0.135
C 0.49 -4.24 -2.01 -0.149
C -0.81 -4.05 -1.57 -0.171
C -1.18 -2.82 -1.04 -0.202
C 0.91 -5.59 -2.53 0.972
F 1.33 -6.39 -1.52 -0.323
F 1.92 -5.51 -3.41 -0.319
F -0.10 -6.23 -3.13 -0.320
C -0.21 1.13 -1.15 -0.350
C 0.23 0.97 -2.47 -0.200
C 0.59 2.09 -3.21 -0.170
C 0.52 3.35 -2.64 -0.132
C 0.06 3.51 -1.34 -0.174
C -0.30 2.40 -0.60 -0.130
C 1.00 4.53 -3.43 0.974
F 0.60 4.47 -4.72 -0.325
F 0.55 5.70 -2.93 -0.319
F 2.34 4.60 -3.45 -0.322
H -5.18 -0.11 -1.99 0.238
H -2.72 -0.29 -2.12 0.226
H -2.48 0.08 2.14 0.226
H -4.94 0.27 2.26 0.235
H 1.80 -1.21 -1.27 0.253
H 2.44 -3.37 -2.26 0.232
H -1.53 -4.85 -1.65 0.236
H -2.20 -2.68 -0.70 0.230
H 0.30 -0.01 -2.91 0.223
H 0.94 1.97 -4.23 0.231
H 0.01 4.50 -0.90 0.244
H -0.63 2.53 0.43 0.230
C -0.26 -1.18 3.47 -0.644
C 0.99 -1.90 3.31 -0.156
C 1.20 -2.69 2.17 -0.233
C 2.46 -3.21 1.87 -0.181
C 3.54 -2.91 2.69 -0.186
C 3.36 -2.09 3.80 -0.192
C 2.12 -1.58 4.10 -0.143
H -0.43 -0.67 4.41 0.232
H -1.14 -1.64 3.03 0.216
H 0.35 -2.95 1.54 0.228
H 2.59 -3.83 1.00 0.225
H 4.52 -3.30 2.46 0.224
H 4.21 -1.84 4.42 0.226
H 1.99 -0.92 4.95 0.222
```

Results
2S+1	5
energy above the lowest of the compared OMol25 structures with the same formula, charge and spin	0.0	kJ/mol
LUMO energy (spin up / spin down)	-1.29 / -0.41	eV
highest occupied orbital energy (spin up / spin down)	-0.2658 / -0.2784	Ha
<S²>	6.27
energy	-4497.08066	Eh
maximum force	0.1	eV/A
net charge	0

***

4.
This record from the OMol25 dataset describes C34H24AsBrN2O3S3W as an isolated structure. The level of theory is the ωB97M-V functional and the def2-TZVPD basis.

The geometry in XYZ format:
```
69
Properties=species:S:1:pos:R:3:nbo_charge:R:1
W 0.52 1.42 0.42 1.221
S 0.10 2.31 2.54 0.322
C -1.04 1.46 3.55 -0.234
C -1.18 1.86 4.87 -0.169
C -2.12 1.21 5.66 -0.161
C -2.90 0.19 5.14 -0.170
C -2.75 -0.21 3.81 -0.115
C -1.81 0.42 3.03 -0.414
As -1.47 0.03 1.22 1.226
C -2.57 -1.46 0.81 -0.381
C -2.21 -2.73 1.24 -0.220
C -3.10 -3.77 1.03 -0.174
C -4.32 -3.53 0.41 -0.158
C -4.67 -2.25 0.00 -0.203
C -3.79 -1.20 0.20 -0.137
C 0.31 -0.87 1.38 -0.357
C 0.66 -1.78 0.35 -0.147
C 1.69 -2.68 0.55 -0.226
C 2.38 -2.69 1.76 -0.092
C 2.03 -1.82 2.79 -0.213
C 1.00 -0.93 2.60 -0.164
H -0.58 2.67 5.28 0.247
H -2.25 1.51 6.69 0.252
H -3.63 -0.31 5.76 0.249
H -3.36 -1.01 3.41 0.236
H -1.27 -2.92 1.75 0.227
H -2.84 -4.77 1.36 0.242
H -5.01 -4.35 0.25 0.245
H -5.63 -2.07 -0.48 0.245
H -4.07 -0.21 -0.13 0.225
H 0.10 -1.81 -0.57 0.251
H 1.94 -3.38 -0.24 0.252
H 3.19 -3.40 1.90 0.251
H 2.55 -1.86 3.73 0.251
H 0.71 -0.29 3.43 0.236
S 2.86 1.15 0.79 0.055
C 3.28 0.37 -0.77 -0.175
C 4.15 -0.71 -0.74 -0.167
C 4.46 -1.38 -1.91 -0.080
C 5.30 -2.55 -1.83 0.223
N 5.94 -3.50 -1.71 -0.189
C 3.93 -0.96 -3.14 -0.086
C 3.10 0.15 -3.17 -0.159
C 2.77 0.81 -1.99 -0.142
S 1.76 2.23 -2.01 0.419
C 4.20 -1.69 -4.35 0.218
N 4.41 -2.27 -5.32 -0.183
H 4.58 -1.05 0.19 0.255
H 2.72 0.50 -4.12 0.261
C 2.20 4.40 1.41 -0.256
O 1.25 3.68 0.59 -0.705
H 2.89 4.94 0.76 0.220
H 2.76 3.66 1.99 0.210
H 1.68 5.08 2.08 0.211
H 0.68 4.27 0.09 0.526
Br -2.72 4.34 -5.44 0.134
C -2.07 2.73 -4.72 -0.102
C -2.34 1.53 -5.37 -0.194
C -1.87 0.34 -4.83 -0.178
C -1.12 0.35 -3.67 -0.189
C -0.85 1.56 -3.05 -0.162
C -1.32 2.77 -3.56 -0.158
C -0.02 1.58 -1.82 0.404
O 0.17 0.35 -1.14 -0.703
O -0.51 2.46 -0.79 -0.702
H -2.93 1.53 -6.28 0.251
H -2.08 -0.59 -5.34 0.240
H -0.74 -0.58 -3.25 0.227
H -1.11 3.71 -3.08 0.231
```

Results
2S+1	1
energy above the lowest of the compared OMol25 structures with the same formula, charge and spin	313.2	kJ/mol
LUMO energy	-8.37	eV
highest occupied orbital energy	-0.5038	Ha
energy	-7716.09936	Eh
maximum force	2.7	eV/A
net charge	+2